No. 1
{
  "formula": "C3H7N5",
  "method": "wB97M-V/def2-TZVPD",
  "total_charge": 0,
  "orbital_gap_ev": 6.86,
  "de_lowest_ev": 8.108,
  "species": ["C", "C", "C", "H", "H", "H", "H", "H", "H", "H", "N", "N", "N", "N", "N"],
  "coordinates": [[-0.41, 1.15, -0.19], [0.35, -0.97, 1.00], [0.35, -1.99, -1.41], [-0.63, 3.46, 1.92], [0.56, 1.90, 2.18], [-0.62, 0.72, -1.22], [0.66, -1.18, 2.03], [0.48, -3.61, 0.51], [1.07, -2.81, -1.81], [-0.52, -1.24, -3.01], [-0.04, 2.61, 1.32], [-0.72, 2.31, 0.27], [0.22, 0.33, 0.83], [0.58, -2.18, -0.03], [-0.41, -1.12, -1.96]],
  "lowdin_charge": [-0.23, -0.14, -0.40, 0.16, 0.21, 0.07, 0.08, 0.31, 0.12, 0.09, -0.16, -0.11, 0.00, -0.06, 0.05]
}

***

No. 2
{
  "formula": "C20H22F6FeNO8S3",
  "method": "wB97M-V/def2-TZVPD",
  "total_charge": 0,
  "orbital_gap_ev": [7.26, 6.81],
  "multiplicity": 6,
  "s_squared": 8.77,
  "species": ["Fe", "C", "C", "C", "C", "C", "C", "C", "C", "C", "C", "H", "H", "H", "H", "H", "H", "H", "H", "H", "H", "H", "H", "H", "H", "H", "F", "C", "F", "F", "S", "O", "O", "N", "S", "O", "O", "C", "F", "F", "F", "C", "C", "C", "C", "C", "C", "C", "S", "O", "O", "O", "H", "H", "H", "H", "H", "H", "H", "O", "C"],
  "coordinates": [[0.08, 0.13, 0.00], [-0.21, -2.48, -0.42], [-0.91, -1.92, -1.50], [-2.04, -1.18, -0.97], [-2.06, -1.35, 0.41], [-0.94, -2.19, 0.77], [-0.67, -2.78, 2.10], [-3.10, -0.81, 1.34], [-3.04, -0.43, -1.79], [-0.64, -2.11, -2.95], [1.02, -3.33, -0.49], [-0.01, -3.64, 2.02], [-1.60, -3.08, 2.58], [-0.19, -2.05, 2.75], [-3.02, 0.27, 1.40], [-2.95, -1.19, 2.35], [-4.10, -1.07, 1.00], [-2.52, 0.17, -2.54], [-3.65, 0.21, -1.17], [-3.69, -1.13, -2.32], [-0.28, -1.17, -3.38], [-1.56, -2.37, -3.47], [0.10, -2.88, -3.12], [1.80, -2.93, 0.16], [1.42, -3.37, -1.50], [0.81, -4.35, -0.17], [2.39, 3.01, 0.56], [3.46, 2.34, 0.13], [4.13, 1.84, 1.15], [4.25, 3.23, -0.48], [2.97, 1.13, -1.23], [2.19, -0.03, -0.81], [4.20, 0.85, -1.88], [2.08, 2.14, -2.08], [0.52, 2.14, -2.04], [0.00, 0.77, -2.28], [0.43, 4.35, -1.41], [0.19, 2.94, -3.71], [1.03, 3.93, -3.95], [-1.07, 3.38, -3.75], [0.34, 1.99, -4.63], [0.76, 5.47, 6.33], [0.73, 4.30, 5.39], [-0.48, 3.68, 5.06], [-0.51, 2.59, 4.21], [0.68, 2.12, 3.67], [1.89, 2.70, 3.99], [1.91, 3.80, 4.84], [0.59, 0.65, 2.69], [0.72, -0.46, 3.61], [1.59, 0.64, 1.61], [-0.73, 0.69, 2.01], [-0.25, 5.86, 6.50], [1.38, 6.27, 5.93], [1.17, 5.17, 7.29], [-1.40, 4.05, 5.49], [-1.44, 2.11, 3.94], [2.81, 2.31, 3.56], [2.85, 4.26, 5.08], [-0.33, 3.76, -0.41], [-0.51, 2.53, -0.49]],
  "lowdin_charge": [0.89, -0.23, -0.20, -0.23, -0.23, -0.18, 0.00, -0.03, -0.02, 0.00, -0.03, 0.09, 0.10, 0.06, 0.08, 0.08, 0.09, 0.08, 0.08, 0.09, 0.08, 0.09, 0.08, 0.09, 0.07, 0.09, 0.12, -0.66, 0.16, 0.14, 0.65, -0.33, -0.23, -0.30, 0.89, -0.41, -0.18, -0.69, 0.18, 0.15, 0.16, -0.05, -0.26, -0.03, -0.05, -0.27, -0.04, -0.03, 0.53, -0.28, -0.35, -0.37, 0.07, 0.08, 0.09, 0.11, 0.11, 0.11, 0.12, -0.11, -0.05]
}

***

No. 3
{
  "formula": "C30H51N3O15",
  "method": "wB97M-V/def2-TZVPD",
  "total_charge": 0,
  "orbital_gap_ev": 10.40,
  "smiles": "C[C@H]1COC(=O)O1.C[C@H]1COC(=O)O1.C[C@H]1COC(=O)O1.COC(=O)OC.COC(=O)OC.CCCC#N.CCCC#N.CCCC#N",
  "de_lowest_ev": 0.994,
  "species": ["C", "C", "C", "O", "C", "O", "O", "H", "H", "H", "H", "H", "H", "C", "C", "C", "O", "C", "O", "O", "H", "H", "H", "H", "H", "H", "C", "C", "C", "O", "C", "O", "O", "H", "H", "H", "H", "H", "H", "C", "O", "C", "O", "O", "C", "H", "H", "H", "H", "H", "H", "C", "O", "C", "O", "O", "C", "H", "H", "H", "H", "H", "H", "C", "C", "C", "C", "N", "H", "H", "H", "H", "H", "H", "H", "C", "C", "C", "C", "N", "H", "H", "H", "H", "H", "H", "H", "C", "C", "C", "C", "N", "H", "H", "H", "H", "H", "H", "H"],
  "coordinates": [[14.83, 1.68, 16.20], [15.93, 1.24, 15.24], [15.42, 0.56, 13.99], [15.43, 1.62, 13.11], [16.28, 2.57, 13.46], [16.76, 3.42, 12.75], [16.57, 2.39, 14.74], [14.49, 0.69, 16.59], [14.01, 2.24, 15.72], [15.32, 2.21, 17.06], [16.59, 0.56, 15.79], [14.47, 0.16, 14.22], [16.05, -0.21, 13.60], [9.74, -2.07, 11.62], [10.79, -2.62, 12.62], [11.62, -3.89, 12.22], [12.83, -3.28, 11.72], [12.86, -2.07, 12.17], [13.79, -1.32, 12.06], [11.81, -1.66, 12.75], [9.28, -2.89, 11.04], [10.20, -1.31, 10.97], [8.97, -1.61, 12.25], [10.26, -3.00, 13.47], [11.18, -4.31, 11.28], [11.65, -4.46, 13.14], [16.71, -5.92, 13.87], [16.62, -4.40, 14.09], [15.36, -3.74, 13.54], [15.15, -2.69, 14.50], [15.80, -3.01, 15.61], [15.54, -2.53, 16.72], [16.71, -3.91, 15.43], [16.17, -6.53, 14.60], [17.76, -6.26, 13.91], [16.47, -6.25, 12.80], [17.43, -3.92, 13.44], [14.47, -4.36, 13.42], [15.62, -3.23, 12.60], [15.58, -4.19, 9.49], [14.46, -4.75, 9.00], [13.60, -5.43, 9.72], [14.02, -5.75, 11.03], [12.61, -5.96, 9.01], [11.87, -7.02, 9.59], [16.06, -3.54, 8.73], [16.28, -5.05, 9.80], [15.46, -3.78, 10.50], [10.96, -6.83, 10.09], [12.57, -7.66, 10.05], [11.66, -7.62, 8.70], [11.90, -2.39, 16.20], [10.93, -3.47, 16.19], [10.85, -4.32, 17.30], [11.29, -3.91, 18.56], [10.09, -5.30, 16.99], [9.65, -6.12, 18.14], [11.91, -1.85, 15.22], [12.87, -2.76, 16.47], [11.67, -1.73, 16.99], [10.47, -6.46, 18.71], [9.01, -6.93, 17.90], [9.03, -5.47, 18.71], [16.49, -9.89, 10.51], [15.74, -8.67, 10.02], [16.28, -8.09, 8.74], [17.73, -7.78, 8.88], [18.91, -7.61, 8.96], [15.96, -10.60, 11.18], [17.40, -9.72, 11.17], [16.80, -10.49, 9.74], [15.55, -7.93, 10.81], [14.73, -8.90, 9.88], [15.83, -7.22, 8.43], [16.25, -8.86, 7.94], [12.40, -6.92, 14.75], [11.92, -7.56, 13.55], [13.01, -8.43, 13.02], [13.36, -9.52, 14.01], [13.70, -10.31, 14.74], [12.69, -7.62, 15.51], [11.59, -6.30, 15.23], [13.23, -6.19, 14.59], [11.68, -6.84, 12.78], [10.97, -8.13, 13.65], [13.89, -7.81, 12.87], [12.76, -8.93, 12.11], [18.78, 0.60, 11.80], [18.17, 0.57, 10.41], [17.20, -0.55, 10.30], [17.78, -1.92, 10.62], [18.30, -2.88, 10.83], [19.37, -0.28, 12.08], [18.01, 0.72, 12.68], [19.45, 1.47, 11.76], [18.92, 0.50, 9.60], [17.66, 1.58, 10.28], [16.82, -0.61, 9.34], [16.42, -0.38, 11.05]],
  "lowdin_charge": [-0.01, -0.33, -0.13, 0.08, -0.59, 0.14, 0.10, 0.09, 0.10, 0.10, 0.16, 0.12, 0.11, 0.00, -0.29, -0.03, 0.07, -0.68, 0.14, 0.12, 0.09, 0.10, 0.08, 0.13, 0.14, 0.12, -0.01, -0.28, -0.09, 0.06, -0.60, 0.09, 0.14, 0.08, 0.08, 0.10, 0.16, 0.12, 0.11, -0.10, 0.01, -0.39, -0.07, 0.02, -0.03, 0.12, 0.12, 0.07, 0.09, 0.06, 0.11, -0.01, -0.06, -0.44, -0.04, 0.01, 0.03, 0.10, 0.07, 0.08, 0.09, 0.09, 0.09, -0.09, -0.27, -0.17, -0.20, 0.14, 0.08, 0.10, 0.04, 0.09, 0.07, 0.07, 0.14, -0.12, -0.30, -0.19, -0.21, 0.15, 0.08, 0.09, 0.09, 0.08, 0.14, 0.10, 0.10, -0.11, -0.27, -0.18, -0.22, 0.17, 0.07, 0.10, 0.08, 0.12, 0.14, 0.09, 0.11]
}

***

No. 4
{
  "formula": "C35H63BrIrNOPS3Si2",
  "method": "wB97M-V/def2-TZVPD",
  "total_charge": 0,
  "orbital_gap_ev": [6.43, 6.44],
  "multiplicity": 2,
  "de_lowest_ev": 1.474,
  "s_squared": 0.75,
  "species": ["Ir", "S", "C", "S", "S", "Br", "C", "C", "C", "C", "C", "C", "H", "H", "H", "H", "C", "C", "C", "C", "C", "C", "P", "C", "C", "C", "C", "C", "C", "C", "C", "C", "C", "C", "C", "H", "H", "H", "H", "H", "H", "H", "H", "H", "H", "H", "H", "H", "H", "H", "H", "H", "H", "H", "H", "H", "H", "H", "H", "H", "H", "H", "H", "H", "H", "H", "H", "H", "C", "Si", "C", "C", "C", "Si", "C", "C", "C", "H", "H", "H", "H", "H", "H", "H", "H", "H", "H", "H", "H", "H", "H", "H", "H", "H", "H", "H", "C", "N", "C", "C", "O", "H", "H", "H", "H", "H", "H", "H"],
  "coordinates": [[0.26, -0.41, 0.10], [-1.66, -0.36, 4.26], [-1.19, -0.31, 2.69], [-0.36, 0.98, 1.94], [-1.37, -1.54, 1.52], [-3.62, -3.50, -4.52], [-2.50, -2.66, -3.25], [-2.18, -1.32, -3.40], [-1.35, -0.71, -2.46], [-0.84, -1.41, -1.36], [-1.19, -2.76, -1.25], [-2.01, -3.39, -2.18], [-2.56, -0.76, -4.24], [-1.12, 0.34, -2.60], [-0.84, -3.35, -0.41], [-2.28, -4.43, -2.06], [6.16, -2.35, -0.41], [4.90, -3.06, -0.90], [3.72, -2.76, 0.05], [3.85, -1.35, 0.68], [4.52, -0.43, -0.35], [5.99, -0.83, -0.51], [2.25, -0.74, 1.36], [1.84, -1.89, 2.75], [1.25, -3.23, 2.29], [0.50, -3.90, 3.45], [1.16, -3.60, 4.80], [2.67, -3.42, 4.61], [2.97, -2.16, 3.77], [2.72, 0.82, 2.28], [2.58, 2.07, 1.40], [2.93, 3.31, 2.22], [4.42, 3.31, 2.63], [5.04, 1.90, 2.55], [4.07, 0.84, 3.06], [7.03, -2.67, -0.99], [6.34, -2.65, 0.63], [5.06, -4.13, -0.95], [4.67, -2.72, -1.92], [3.71, -3.51, 0.84], [2.77, -2.84, -0.50], [4.51, -1.40, 1.54], [4.45, 0.62, -0.05], [4.00, -0.52, -1.29], [6.59, -0.34, 0.26], [6.35, -0.47, -1.48], [1.04, -1.34, 3.26], [2.05, -3.89, 1.94], [0.58, -3.07, 1.45], [0.48, -4.98, 3.28], [-0.54, -3.55, 3.46], [0.97, -4.41, 5.50], [0.74, -2.69, 5.23], [3.07, -4.31, 4.12], [3.17, -3.33, 5.58], [3.93, -2.31, 3.26], [3.07, -1.30, 4.43], [1.91, 0.87, 3.02], [1.56, 2.15, 1.04], [3.23, 2.02, 0.52], [2.30, 3.32, 3.11], [2.71, 4.21, 1.65], [4.53, 3.69, 3.65], [4.99, 3.97, 1.98], [5.95, 1.87, 3.14], [5.33, 1.68, 1.52], [3.86, 1.05, 4.11], [4.56, -0.13, 3.03], [0.65, 2.55, -3.52], [-0.68, 3.50, -2.59], [-2.01, 3.96, -3.84], [0.06, 5.09, -1.95], [-1.39, 2.51, -1.20], [-2.90, 2.90, -0.18], [-2.38, 4.08, 1.18], [-3.64, 1.34, 0.55], [-4.22, 3.77, -1.19], [1.26, 3.22, -4.12], [0.22, 1.79, -4.18], [1.30, 2.03, -2.81], [-1.57, 4.20, -4.81], [-2.57, 4.84, -3.51], [-2.74, 3.16, -3.98], [0.33, 5.76, -2.78], [0.96, 4.91, -1.35], [-0.65, 5.62, -1.32], [-0.81, 1.65, -0.84], [-1.67, 3.60, 1.86], [-3.24, 4.42, 1.76], [-1.89, 4.97, 0.76], [-3.56, 1.33, 1.64], [-3.13, 0.44, 0.19], [-4.70, 1.24, 0.30], [-3.87, 4.73, -1.58], [-5.09, 3.97, -0.57], [-4.55, 3.17, -2.04], [3.71, 0.39, -3.58], [2.82, -0.76, -3.48], [2.96, -1.78, -4.50], [1.90, -0.86, -2.53], [1.74, -0.03, -1.62], [4.75, 0.08, -3.47], [3.46, 1.10, -2.80], [3.58, 0.87, -4.55], [2.66, -1.38, -5.48], [2.33, -2.63, -4.26], [3.99, -2.11, -4.56], [1.26, -1.74, -2.61]],
  "lowdin_charge": [0.71, 0.53, -1.77, 0.58, 0.64, 0.72, -0.70, -0.13, -0.13, -0.38, -0.18, -0.13, 0.10, 0.06, 0.06, 0.10, -0.19, -0.18, -0.18, -0.39, -0.20, -0.17, 1.00, -0.41, -0.24, -0.19, -0.19, -0.19, -0.18, -0.43, -0.26, -0.18, -0.18, -0.20, -0.18, 0.11, 0.11, 0.11, 0.10, 0.10, 0.10, 0.09, 0.08, 0.06, 0.11, 0.10, 0.08, 0.09, 0.02, 0.11, 0.08, 0.11, 0.11, 0.11, 0.11, 0.10, 0.11, 0.06, 0.03, 0.10, 0.12, 0.11, 0.11, 0.11, 0.11, 0.09, 0.12, 0.08, -0.18, 0.41, -0.19, -0.18, -0.18, 0.41, -0.18, -0.18, -0.19, 0.04, 0.03, 0.00, 0.03, 0.02, 0.03, 0.03, 0.03, 0.02, -0.05, 0.00, 0.04, 0.02, 0.03, 0.00, 0.03, 0.02, 0.03, 0.03, -0.03, -0.16, -0.03, -0.31, -0.16, 0.09, 0.08, 0.10, 0.10, 0.10, 0.09, 0.13]
}

***

No. 5
{
  "formula": "C6H4N4S2",
  "method": "wB97M-V/def2-TZVPD",
  "total_charge": 0,
  "orbital_gap_ev": [6.96, 6.96],
  "de_lowest_ev": 0.000,
  "species": ["C", "C", "C", "C", "C", "C", "N", "N", "N", "N", "S", "S", "H", "H", "H", "H"],
  "coordinates": [[-3.31, 0.06, 0.89], [-0.82, 1.14, -1.36], [-1.98, -0.12, 0.42], [0.90, -0.47, 0.48], [-0.12, -1.51, 0.06], [-1.29, 1.10, -0.04], [-4.38, 0.27, 1.25], [-0.40, 1.13, -2.43], [-1.46, -1.28, 0.45], [0.49, 0.73, 0.83], [2.49, -0.90, 0.57], [1.40, 2.08, 1.07], [-0.06, -1.59, -1.04], [0.19, -2.47, 0.47], [-1.56, 2.04, 0.41], [2.29, 1.91, 0.06]],
  "lowdin_charge": [-0.14, -0.23, -0.31, -0.91, -0.22, -0.05, 0.19, 0.21, 0.15, -0.46, 0.69, 0.80, 0.14, 0.11, 0.13, -0.11]
}

***

No. 6
{
  "formula": "C3H5O2S",
  "method": "wB97M-V/def2-TZVPD",
  "total_charge": -1,
  "orbital_gap_ev": 7.35,
  "smiles": "O=C([O-])CCS",
  "de_lowest_ev": 0.288,
  "species": ["O", "C", "O", "C", "C", "S", "H", "H", "H", "H", "H"],
  "coordinates": [[0.85, -0.04, 2.61], [0.88, -0.41, 1.41], [1.14, -1.54, 0.94], [0.40, 0.66, 0.38], [-0.72, 0.13, -0.52], [-0.04, -0.41, -2.14], [1.24, 1.01, -0.23], [0.02, 1.51, 0.94], [-1.43, 0.91, -0.77], [-1.23, -0.71, -0.07], [-1.09, -1.12, -2.56]],
  "lowdin_charge": [-0.10, -0.77, -0.09, -0.22, -0.56, 0.64, 0.08, 0.09, 0.04, 0.07, -0.19]
}

***

Which E belongs to each record? In order, -10666.8925, -122157.1239, -67114.3011, -171287.9720, -33913.7673, -18123.7399 eV.